C14H22BrI2NO3P | ωB97M-V with the def2-TZVPD basis set

The calculation puts the HOMO energy at -5.278 eV. For the gap between HOMO and LUMO, the calculation gives 7.753 eV. Its net charge is -1.

Each line ends with the natural charge from an NBO analysis.
CARTESIAN COORDINATES (ANGSTROEM)
C  1.024  2.667  -1.132  -0.43
C  1.393  1.728  -0.236  -0.21
C  0.814  1.700  1.185  0.18
I  2.218  3.012  2.196  0.05
O  -0.472  2.157  1.098  -0.80
P  -1.721  0.961  1.120  1.57
Br  -2.322  1.525  3.400  -0.53
O  -1.431  0.517  -0.518  -0.84
C  -2.567  0.441  -1.335  -0.06
C  -2.223  0.958  -2.725  -0.62
O  -0.582  -0.195  1.636  -0.79
C  0.743  0.229  1.710  0.06
C  1.344  -0.171  3.066  -0.42
C  0.991  0.651  4.325  -0.47
C  0.153  -0.156  5.297  -0.47
I  -0.544  1.096  6.901  0.02
H  -0.023  2.831  -1.357  0.21
H  1.740  3.324  -1.616  0.19
H  2.098  0.939  -0.495  0.19
H  -2.752  -0.003  1.231  -0.13
H  -2.596  2.011  0.764  -0.12
H  -2.854  -0.616  -1.430  0.15
H  -3.429  0.979  -0.922  0.17
H  -1.642  0.215  -3.270  0.20
H  -1.629  1.869  -2.656  0.21
H  -3.114  1.215  -3.302  0.19
H  1.345  -0.337  0.982  0.16
H  2.424  -0.276  2.947  0.20
H  0.962  -1.184  3.232  0.21
H  0.478  1.573  4.065  0.25
H  1.920  0.947  4.816  0.20
H  0.734  -0.912  5.817  0.20
H  -0.723  -0.581  4.818  0.24
N  1.161  -1.270  -4.382  -0.42
C  0.837  -1.290  -3.090  0.03
C  0.628  -2.457  -2.367  -0.25
C  0.761  -3.670  -3.022  -0.18
C  1.098  -3.666  -4.367  -0.27
C  1.288  -2.445  -4.995  0.03
H  0.734  -0.323  -2.607  0.22
H  0.366  -2.404  -1.319  0.23
H  0.604  -4.602  -2.494  0.21
H  1.212  -4.590  -4.920  0.21
H  1.554  -2.401  -6.047  0.18